No. 1
Density functional theory data (wB97M-V/def2-TZVPD) for a molecular structure, C23H23BN7Ti.

Positions of all 55 atoms, in Å:
Ti 0.00 0.01 -0.13
C 2.93 -1.85 0.08
C 3.15 -0.44 -0.36
C 4.44 -0.01 -0.64
C 4.69 1.28 -1.03
C 3.62 2.17 -1.11
C 2.36 1.72 -0.82
N 2.10 0.42 -0.47
C 1.18 2.59 -0.87
C 1.21 3.96 -0.95
C 0.01 4.66 -0.99
C -1.20 3.97 -0.95
C -1.17 2.59 -0.87
N 0.00 1.92 -0.80
C -2.36 1.73 -0.82
C -3.62 2.18 -1.10
C -4.69 1.30 -1.03
C -4.44 0.00 -0.64
C -3.15 -0.43 -0.36
C -2.93 -1.84 0.08
N -2.10 0.43 -0.47
H 3.88 -2.32 0.31
H 2.46 -2.44 -0.71
H 2.32 -1.90 0.99
H 5.25 -0.73 -0.55
H 5.70 1.61 -1.26
H 3.79 3.20 -1.40
H 2.15 4.50 -0.98
H 0.01 5.74 -1.05
H -2.14 4.50 -0.98
H -3.78 3.21 -1.40
H -5.69 1.62 -1.26
H -5.25 -0.71 -0.56
H -3.89 -2.31 0.30
H -2.33 -1.90 0.98
H -2.47 -2.43 -0.71
B -0.01 -2.85 1.85
N 0.00 -1.37 2.43
C 0.00 -1.08 3.71
C 0.01 0.32 3.91
C 0.00 0.85 2.66
N 0.00 -0.18 1.74
N -0.01 -2.87 0.26
C 0.00 -3.98 -0.44
C 0.00 -3.70 -1.82
C 0.00 -2.34 -1.90
N -0.01 -1.81 -0.62
H -1.01 -3.39 2.22
H 0.99 -3.40 2.23
H 0.01 -1.88 4.45
H 0.01 0.84 4.85
H 0.00 1.88 2.35
H 0.00 -4.94 0.06
H 0.00 -4.41 -2.63
H 0.00 -1.70 -2.77

Output
**HOMO level**: -18.13 eV
**E_LUMO**: -11.10 eV
**Net charge**: +3
**Energy**: -58424.067 eV
**Maximum force**: 0.7 eV/Å
**ΔE to the lowest compared entry with this formula, charge and spin**: 0.0 kcal per mole
**Frontier orbital gap**: 7.0 eV

Listed below, in e, are the Löwdin charges computed for each atom: Ti 1.28; C 0.01; C -0.24; C 0.04; C 0.05; C 0.05; C -0.18; N 0.06; C -0.16; C 0.06; C 0.06; C 0.06; C -0.16; N 0.02; C -0.18; C 0.05; C 0.05; C 0.04; C -0.24; C 0.01; N 0.06; H 0.11; H 0.09; H 0.07; H 0.14; H 0.15; H 0.13; H 0.14; H 0.15; H 0.14; H 0.13; H 0.15; H 0.14; H 0.11; H 0.07; H 0.09; B -0.33; N -0.02; C 0.03; C 0.04; C -0.05; N -0.10; N -0.05; C 0.02; C 0.04; C -0.07; N -0.14; H 0.09; H 0.10; H 0.17; H 0.14; H 0.13; H 0.17; H 0.14; H 0.14

=====

No. 2
Density functional theory data (wB97M-V/def2-TZVPD) for a molecular structure, C23H23BrClFN2O4PdS in a non-equilibrium geometry.

Positions of all 57 atoms, in Å:
Pd -0.51 0.92 -0.45
Br -4.08 7.31 -2.18
C -3.55 5.50 -1.83
C -2.20 5.19 -1.66
C -1.83 3.90 -1.41
C -2.77 2.83 -1.30
C -4.14 3.21 -1.47
C -4.51 4.51 -1.73
N -2.33 1.59 -1.08
C -3.20 0.51 -1.12
C -2.76 -0.73 -0.80
C -3.55 -1.93 -0.87
C -3.01 -3.14 -0.58
C -1.66 -3.21 -0.18
C -0.94 -2.03 -0.09
N -1.43 -0.84 -0.38
H -1.45 5.97 -1.72
H -0.79 3.65 -1.28
H -4.93 2.48 -1.37
H -5.56 4.76 -1.85
H -4.21 0.65 -1.47
H -4.59 -1.84 -1.18
H -3.60 -4.05 -0.64
H -1.19 -4.15 0.07
H 0.09 -2.08 0.23
F -0.49 2.63 1.21
C 2.53 -4.61 3.25
C 2.38 -4.42 1.77
C 2.13 -5.50 0.93
C 1.99 -5.29 -0.43
Cl 1.68 -6.65 -1.47
C 2.09 -4.03 -0.98
C 2.35 -2.94 -0.14
C 2.50 -3.13 1.23
O 2.79 -2.16 2.12
C 2.84 -0.81 1.69
C 1.45 -0.24 1.21
O 0.54 -0.17 2.02
O 1.42 0.07 -0.01
H 2.29 -5.63 3.54
H 1.87 -3.92 3.77
H 3.55 -4.38 3.56
H 2.03 -6.50 1.34
H 1.94 -3.87 -2.04
H 2.39 -1.96 -0.58
H 3.58 -0.68 0.89
H 3.15 -0.24 2.57
C 1.37 4.49 0.64
S 1.43 2.67 0.33
C 3.25 2.82 -0.22
O 0.84 2.53 -1.02
H 2.01 4.71 1.49
H 0.35 4.74 0.87
H 1.71 5.02 -0.24
H 3.87 3.17 0.60
H 3.34 3.48 -1.07
H 3.54 1.82 -0.51

Output
**HOMO level**: 0.64 eV
**E_LUMO**: 4.07 eV
**Net charge**: -2
**Energy**: -134991.329 eV
**Maximum force**: 4.2 eV/Å
**ΔE to the lowest compared entry with this formula, charge and spin**: 24.3 kcal per mole
**Frontier orbital gap**: 3.4 eV

Listed below, in e, are the Löwdin charges computed for each atom: Pd 1.02; Br 0.56; C -0.73; C -0.16; C -0.04; C -0.29; C -0.05; C -0.19; N -0.09; C -0.17; C -0.31; C -0.09; C -0.16; C -0.14; C -0.16; N -0.06; H 0.09; H 0.06; H 0.07; H 0.08; H 0.07; H 0.09; H 0.08; H 0.06; H 0.07; F -0.59; C -0.04; C -0.19; C -0.08; C -0.69; Cl 0.61; C -0.10; C -0.01; C -0.23; O -0.04; C -0.08; C -0.72; O 0.03; O -0.20; H 0.07; H 0.09; H 0.08; H 0.10; H 0.11; H 0.11; H 0.12; H 0.13; C -0.23; S 0.83; C -0.25; O -0.60; H 0.04; H 0.03; H 0.04; H 0.02; H 0.02; H 0.02

=====

No. 3
Density functional theory data (wB97M-V/def2-TZVPD) for a molecular structure, C23H23Cl2CsN3O2S2 in a non-equilibrium geometry.

Positions of all 56 atoms, in Å:
Cs 1.17 1.67 -1.55
N 1.90 4.19 -4.52
C 1.41 4.17 -3.21
S 2.58 4.43 -1.98
N 0.14 3.98 -3.12
N -0.52 3.54 -2.03
C -1.59 4.11 -1.64
C -2.50 3.52 -0.67
C -3.63 4.28 -0.34
C -4.62 3.82 0.52
C -4.46 2.56 1.09
C -3.35 1.79 0.79
C -2.33 2.21 -0.11
O -1.35 1.44 -0.41
H 2.68 4.81 -4.62
H 1.17 4.34 -5.20
H -1.90 5.06 -2.07
H -3.72 5.26 -0.78
H -5.48 4.43 0.74
H -5.22 2.17 1.76
H -3.23 0.83 1.27
Cl 3.22 3.09 1.55
C 4.45 2.84 0.31
Cl 4.37 1.20 -0.31
H 5.43 3.00 0.75
H 4.24 3.52 -0.51
O 0.62 -0.28 -0.41
S -0.10 0.01 0.85
C -1.52 -1.21 0.95
C -1.36 -2.46 0.16
C -1.35 -3.72 0.76
C -1.22 -4.87 -0.01
C -1.10 -4.77 -1.39
C -1.14 -3.53 -2.00
C -1.29 -2.38 -1.23
C 1.06 -0.76 2.14
C 1.65 -2.13 2.01
C 2.39 -2.49 0.88
C 2.99 -3.74 0.80
C 2.89 -4.64 1.85
C 2.18 -4.28 2.99
C 1.57 -3.04 3.06
H -2.34 -0.62 0.54
H -1.67 -1.39 2.02
H -1.44 -3.80 1.83
H -1.20 -5.84 0.47
H -0.99 -5.67 -1.99
H -1.08 -3.45 -3.07
H -1.34 -1.41 -1.70
H 0.54 -0.63 3.09
H 1.86 -0.02 2.10
H 2.47 -1.79 0.06
H 3.54 -4.01 -0.09
H 3.37 -5.61 1.79
H 2.12 -4.96 3.83
H 1.02 -2.77 3.96

Output
**HOMO level**: -3.91 eV
**E_LUMO**: 2.12 eV
**Net charge**: -1
**Energy**: -80052.718 eV
**Maximum force**: 3.4 eV/Å
**ΔE to the lowest compared entry with this formula, charge and spin**: 51.7 kcal per mole
**Frontier orbital gap**: 6.0 eV

Listed below, in e, are the Löwdin charges computed for each atom: Cs 1.41; N 0.01; C -1.08; S 0.38; N -0.10; N -0.25; C -0.11; C -0.14; C -0.08; C -0.14; C -0.12; C -0.04; C -0.37; O -0.37; H 0.04; H 0.07; H 0.11; H 0.10; H 0.08; H 0.09; H 0.08; Cl 0.51; C -1.04; Cl 0.48; H 0.02; H -0.09; O -0.94; S 0.92; C -0.23; C -0.26; C -0.05; C -0.09; C -0.10; C -0.08; C -0.03; C -0.25; C -0.26; C -0.03; C -0.08; C -0.11; C -0.10; C -0.06; H 0.06; H 0.10; H 0.11; H 0.10; H 0.09; H 0.10; H 0.12; H 0.08; H 0.08; H 0.10; H 0.10; H 0.09; H 0.09; H 0.11

=====

No. 4
Density functional theory data (wB97M-V/def2-TZVPD) for a molecular structure, C23H23Cl2InN4S in a non-equilibrium geometry.

Positions of all 54 atoms, in Å:
In -0.62 0.23 -0.72
S 3.89 2.19 -0.86
C 4.26 0.50 -0.71
C 5.50 -0.12 -0.73
C 5.54 -1.49 -0.60
C 4.36 -2.23 -0.47
C 3.13 -1.62 -0.46
C 3.06 -0.24 -0.58
N 1.93 0.53 -0.61
C 2.18 1.79 -0.76
C 1.15 2.80 -0.84
C 1.46 4.15 -0.65
C 0.47 5.11 -0.72
C -0.83 4.73 -0.98
C -1.14 3.38 -1.15
C -0.17 2.41 -1.09
H 6.40 0.46 -0.85
H 6.49 -2.00 -0.61
H 4.42 -3.31 -0.38
H 2.21 -2.19 -0.36
H 2.48 4.43 -0.42
H 0.71 6.15 -0.55
H -1.62 5.47 -1.02
H -2.17 3.10 -1.34
N -3.10 0.65 -0.73
C -3.91 1.22 0.35
C -3.71 0.45 1.66
C -2.66 1.02 2.63
C -1.29 0.33 2.60
N -0.37 0.94 1.63
H -3.44 0.98 -1.63
H -3.23 -0.36 -0.71
H -4.98 1.19 0.09
H -3.62 2.27 0.48
H -3.43 -0.58 1.41
H -4.67 0.42 2.18
H -3.05 0.91 3.64
H -2.52 2.09 2.44
H -1.41 -0.71 2.30
H -0.86 0.37 3.61
H 0.54 0.50 1.76
H -0.26 1.93 1.82
Cl -2.11 -3.52 1.94
C -1.25 -3.83 0.46
C -0.92 -5.11 0.13
C -0.23 -5.37 -1.05
C 0.12 -4.31 -1.87
C -0.22 -3.02 -1.52
Cl 0.26 -1.73 -2.59
C -0.94 -2.69 -0.34
N -1.33 -1.51 0.06
H -1.20 -5.91 0.80
H 0.03 -6.38 -1.32
H 0.66 -4.49 -2.79

Output
**HOMO level**: -6.15 eV
**E_LUMO**: -0.33 eV
**Net charge**: 0
**Energy**: -71238.706 eV
**Maximum force**: 1.7 eV/Å
**ΔE to the lowest compared entry with this formula, charge and spin**: 0.0 kcal per mole
**Frontier orbital gap**: 5.8 eV

Listed below, in e, are the Löwdin charges computed for each atom: In 0.82; S 1.13; C -0.45; C -0.09; C -0.08; C -0.07; C 0.00; C -0.30; N 0.04; C -0.52; C -0.28; C -0.06; C -0.08; C -0.08; C -0.13; C -0.16; H 0.11; H 0.10; H 0.11; H 0.10; H 0.09; H 0.11; H 0.10; H 0.08; N -0.04; C -0.25; C -0.18; C -0.18; C -0.26; N -0.01; H 0.09; H 0.06; H 0.11; H 0.10; H 0.09; H 0.11; H 0.11; H 0.11; H 0.06; H 0.11; H 0.08; H 0.10; Cl 0.66; C -0.62; C -0.14; C -0.13; C -0.15; C -0.61; Cl 0.70; C -0.56; N -0.13; H 0.10; H 0.09; H 0.10